(1)
Formula: C11H14BHgN7S
Source: the Open Molecules 2025 dataset
Level of theory: ωB97M-V with the def2-TZVPD basis set

ORCA input file:
```
! wB97M-V def2-TZVPD RIJCOSX def2/J DEFGRID3
* xyz 0 1
C -1.9094 -2.8639 -0.7923
H 5.0875 -0.4495 2.4000
N -1.2691 -1.6790 -0.5594
H 2.2998 1.7823 -2.1621
C 0.7393 1.0404 -3.6303
C -1.8277 1.9451 1.8515
H 3.2792 -0.4211 2.3639
H 1.1182 1.2788 -4.6230
N -0.2316 -1.8500 0.3036
N -0.5511 0.3282 -1.9538
C 2.7043 2.8738 2.5499
H -4.1521 0.7925 -0.1778
S 3.6368 3.8647 3.4291
N 1.9471 2.0691 1.8359
C -3.1980 1.9085 1.5487
H 4.1459 -1.8223 1.6451
C 4.1946 -0.7395 1.8308
N 0.5618 0.8570 -1.3894
H -1.2856 2.4498 2.6491
H -2.6811 -0.4178 -1.7854
H 0.5295 -3.5445 1.2977
H -1.2791 0.0540 -3.9321
Hg 0.7959 0.8458 0.7504
C 1.3501 1.2966 -2.3879
N -1.1526 1.2093 0.9438
B -1.6837 -0.3018 -1.1053
H -4.0087 2.4000 2.0837
H -2.7638 -2.9127 -1.4677
H 4.4144 -0.3081 0.7623
C -1.2669 -3.8488 -0.0501
C -0.2269 -3.1532 0.6134
N -2.0484 0.6936 0.0583
C -0.4700 0.4265 -3.3052
C -3.2912 1.1071 0.4101
H -1.5075 -4.9109 -0.0056
*
```

For the HOMO-LUMO gap, the calculation gives 8.58 eV. The calculation puts the HOMO energy at -0.3083 Ha. As for the energy relative to the best compared isomer or geometry (same formula, charge and spin): 64.3 kJ/mol. The calculation puts the strongest force on any atom at 11.1 eV Å⁻¹. The calculation puts the energy at -37750.638 eV.


(2)
Formula: C11H14BINO11
Source: the Open Molecules 2025 dataset
Level of theory: ωB97M-V with the def2-TZVPD basis set

ORCA input file:
```
! wB97M-V def2-TZVPD RIJCOSX def2/J DEFGRID3
* xyz -1 1
C -4.5644 -3.6170 5.3530
O -4.2427 -0.8567 0.6101
O -2.7053 -3.2674 0.1888
C -3.9538 -1.6705 1.4553
O -4.3046 -1.5807 2.7376
O 0.4943 2.1029 -0.2767
H 0.8933 0.3855 -2.0856
C -1.1528 -0.6074 -2.4894
C -0.2040 0.6627 -2.2750
O -3.0487 -3.5506 2.3958
C 3.4538 1.8416 -1.2791
B -3.7559 -2.7643 3.4221
C -3.1740 -2.8944 1.2436
H -1.1822 2.5501 -1.4587
H -0.2585 1.3381 -3.2117
H -1.3315 1.0684 -0.2880
O -2.8408 -2.3692 4.5060
I -0.8688 -1.9475 -0.7658
C -3.3284 -2.8783 5.6387
C 1.1433 3.1834 -0.9079
H 3.5074 3.3445 -2.9716
C -0.6490 1.6142 -1.0413
C 2.7807 2.5589 -2.5394
H 2.7911 0.9954 -0.8577
O -5.2499 -4.1961 6.1598
O 1.5205 3.2414 -2.2734
C 4.7776 1.0737 -1.8524
H -0.7964 -1.1264 -3.4570
O -4.8283 -3.5570 4.0466
H 4.7670 1.1358 -2.9970
H 3.7864 2.5803 -0.4695
O 1.3687 4.2103 -0.2123
H 6.7958 1.2624 -1.7881
H 2.6015 1.7770 -3.3653
O -2.8156 -2.7416 6.7224
H 6.1163 1.4120 -0.2688
N 6.0233 1.6909 -1.2555
H -2.2656 -0.3655 -2.5456
H 4.7000 -0.0389 -1.5468
*
```

For the HOMO-LUMO gap, the calculation gives 7.96 eV. The calculation puts the HOMO energy at -0.2144 Ha. The calculation puts the strongest force on any atom at 4.9 eV Å⁻¹. The calculation puts the energy at -44428.559 eV.


(3)
Formula: C11H14BMoN7S
Source: the Open Molecules 2025 dataset
Level of theory: ωB97M-V with the def2-TZVPD basis set

ORCA input file:
```
! wB97M-V def2-TZVPD RIJCOSX def2/J DEFGRID3
* xyz 2 3
H -3.7190 -1.1745 -2.8257
C 2.5863 -0.7520 -1.5071
N 1.1316 -0.9900 0.1609
C -0.7571 -2.8802 1.5920
N 1.4187 -0.3034 -1.0248
N -0.2245 2.0578 0.5219
C -2.8527 -0.9144 -0.8083
S 0.0972 0.1959 3.0273
H 1.5920 4.7244 0.7153
C -2.9127 -0.8366 -2.1947
H 0.1766 -3.4535 1.5643
N -1.6505 -0.3500 -0.3953
H -0.8739 1.3161 0.8225
C 3.0863 -1.7382 -0.6496
N -2.0369 0.0935 4.9288
H 3.9999 -2.2950 -0.7590
C 1.2312 3.0952 -0.7155
H -1.5206 -3.3141 0.9269
C -1.1818 0.1154 4.1228
B 0.4286 0.7578 -1.5799
H -3.5377 -1.3191 -0.0774
H -1.1542 -2.8325 2.6214
C 2.1663 -1.8809 0.3802
C 0.1690 3.1162 1.2492
N -0.9963 0.1059 -1.5690
H 1.8402 3.2710 -1.5949
N 0.4541 1.9967 -0.6441
Mo -0.6039 -0.9533 1.1074
C -1.7452 -0.2139 -2.6249
H 2.1428 -2.5241 1.2485
H -1.3928 0.0412 -3.6229
H -0.1719 3.2673 2.2606
H 2.9970 -0.3374 -2.4167
H 0.7298 1.1025 -2.7065
C 1.0842 3.8061 0.4663
*
```

For the HOMO-LUMO gap (spin up / spin down), the calculation gives 7.93 / 7.94 eV. The calculation puts the HOMO energy (spin up / spin down) at -0.5969 / -0.6073 Ha. Its expectation value of S² is 2.02. As for the energy relative to the best compared isomer or geometry (same formula, charge and spin): 0.0 kJ/mol. The calculation puts the strongest force on any atom at 3.4 eV Å⁻¹. The calculation puts the energy at -35415.392 eV.


(4)
Formula: C11H14BN7PbS
Source: the Open Molecules 2025 dataset
Level of theory: ωB97M-V with the def2-TZVPD basis set

ORCA input file:
```
! wB97M-V def2-TZVPD RIJCOSX def2/J DEFGRID3
* xyz 2 1
N -0.9090 -0.7351 0.5450
N 0.9414 -0.5223 -1.6823
H 1.0008 3.5194 0.9946
C -0.0917 -0.6177 -3.6537
H -0.7843 5.0378 -0.4000
H 1.8708 0.3395 3.7980
H 2.7471 -1.5036 -2.2245
H 0.4743 1.6000 3.4033
N -0.8875 1.8356 -1.0477
Pb 1.5546 0.3340 0.3712
C -3.0689 -0.8715 -0.0631
H -3.9168 -0.6928 -0.7058
N 5.4922 -2.8324 3.7257
H -0.8838 -0.4309 -4.3586
B -1.4117 0.4713 -1.6283
C 0.2807 3.2221 0.2468
C -0.6532 3.9779 -0.4560
C 4.4530 -2.9224 3.1792
H 2.4679 -4.0635 3.0893
N -1.8522 -0.3961 -0.4115
C -2.9302 -1.5253 1.1613
C 1.7738 -1.1438 -2.5430
H -2.1549 3.2157 -1.9527
H -3.7041 -2.0101 1.7256
C -1.5715 -1.3934 1.5171
N 0.1551 1.9094 -0.1474
H -1.0657 -1.7379 2.4107
C 0.7972 0.5464 3.5795
C 1.1702 -1.2095 -3.8007
H 1.5903 -1.6315 -4.6944
S 2.9819 -3.0215 2.3705
H 0.0413 -0.2550 3.6432
H -2.3260 0.6548 -2.3721
C -1.3588 3.0719 -1.2489
N -0.2223 -0.2193 -2.3704
*
```

For the HOMO-LUMO gap (spin up / spin down), the calculation gives 3.49 / 3.44 eV. The calculation puts the HOMO energy (spin up / spin down) at -0.5667 / -0.5663 Ha. As for the energy relative to the best compared isomer or geometry (same formula, charge and spin): 41.7 kJ/mol. The calculation puts the strongest force on any atom at 3.5 eV Å⁻¹. The calculation puts the energy at -38804.854 eV.


(5)
Formula: C11H14BrCl3GeN3O4PdS
Source: the Open Molecules 2025 dataset
Level of theory: ωB97M-V with the def2-TZVPD basis set

ORCA input file:
```
! wB97M-V def2-TZVPD RIJCOSX def2/J DEFGRID3
* xyz -2 2
H -3.5518 5.8683 0.3837
N -0.6779 3.4150 -0.6966
H -2.1046 -4.3100 -0.8525
O -2.0946 0.0599 0.5659
C -0.8948 4.2607 -2.9263
Cl 2.1164 1.2679 3.2823
Cl 2.5471 3.5326 0.7922
N 0.8062 -2.1835 0.5929
H -0.9168 -5.5692 -1.1976
C 2.5495 -2.8071 2.1846
C -1.5884 4.2923 -0.2936
H -2.2961 5.8520 -3.1918
H 2.2742 -2.0572 2.9283
H -4.1619 6.0961 -1.2514
C -2.2185 5.1888 -1.1431
S -2.5427 -0.0517 -0.8549
H -2.9055 7.1618 -0.6234
H -0.5908 4.1990 -3.9585
H 3.3728 -2.3852 1.6073
H 0.9872 -5.3153 1.5504
H 2.8984 -3.7027 2.7012
Cl 3.9204 0.4574 0.5165
Ge 1.8895 1.3614 1.0232
H -1.8327 4.2674 0.7607
O -1.3852 -0.8346 -1.4909
C -0.3698 3.3962 -1.9710
Pd 0.0775 0.4159 -0.2698
C -1.3309 -4.9344 -0.4098
C 0.7454 -4.3638 1.1085
Br 0.8368 2.0385 -2.5206
C 1.3919 -3.1321 1.3056
C -3.2641 6.1305 -0.6327
H -0.8137 -2.1554 -0.6560
C -1.8387 5.1656 -2.4874
H -1.8025 -5.5840 0.3317
O -3.7948 -0.7904 -0.9477
C -0.2820 -4.0834 0.2184
O -2.5989 1.2553 -1.5119
N -0.1937 -2.7746 -0.0629
*
```

For the HOMO-LUMO gap (spin up / spin down), the calculation gives 6.17 / 6.47 eV. The calculation puts the HOMO energy (spin up / spin down) at -0.0615 / -0.0728 Ha. Its expectation value of S² is 0.75. As for the energy relative to the best compared isomer or geometry (same formula, charge and spin): 115.2 kJ/mol. The calculation puts the strongest force on any atom at 0.6 eV Å⁻¹. The calculation puts the energy at -202741.475 eV.


(6)
Formula: C11H14Cl2F8NO4
Source: the Open Molecules 2025 dataset
Level of theory: ωB97M-V with the def2-TZVPD basis set

ORCA input file:
```
! wB97M-V def2-TZVPD RIJCOSX def2/J DEFGRID3
* xyz -1 1
C 0.0216 3.0131 0.9668
C -2.7840 -0.4129 -0.5869
C 2.5011 -0.5777 -1.1261
F -1.2852 -3.4747 0.3723
N 1.6533 2.2802 -0.9211
H 1.6360 4.3163 -0.0369
H 2.2994 2.6289 -1.6561
C -1.9387 -1.0919 0.5889
C 3.7192 -2.4066 0.4381
C -2.3228 -2.6237 0.9061
F -0.5415 -1.0916 0.2676
O -4.3812 -3.6828 3.1293
H -1.9379 3.1324 -0.5981
F -2.2092 -0.3662 1.7995
O 2.2344 0.0617 0.1374
H 1.5199 -0.6216 -1.7337
O -0.6889 1.8086 0.5808
C -2.1882 0.9571 -1.1593
H 3.6993 -2.3289 -1.8145
Cl 1.5751 -3.3151 -1.1413
C -1.9386 2.1013 -0.0744
H -2.2400 -2.7463 2.0536
H -2.7821 2.1152 0.6932
O 3.2842 1.9599 0.8334
H -0.7138 3.8309 1.2686
Cl 3.8085 0.2331 -2.1356
H 4.6385 -3.0919 0.3093
H 4.0999 -1.4575 0.9538
F -2.8298 -1.3180 -1.7030
H 3.0087 -2.9575 1.1417
C 2.4189 1.4863 0.0457
F -1.0121 0.7709 -1.9581
H 0.2142 3.8318 -1.0945
F -3.1852 1.4628 -2.0801
H -4.2115 -3.2951 2.2765
H 0.6409 2.7347 1.8994
C 2.9619 -2.1306 -0.9512
F -3.6010 -3.0065 0.4615
F -4.0865 -0.1562 -0.0606
C 0.9433 3.4280 -0.2917
*
```

For the HOMO-LUMO gap, the calculation gives 4.18 eV. The calculation puts the HOMO energy at -0.0861 Ha. The calculation puts the strongest force on any atom at 5.1 eV Å⁻¹. The calculation puts the energy at -68094.671 eV.


Among the records above, which one has the highest strongest force on any atom?
C11H14BHgN7S


What is the formula in the second record?
C11H14BINO11


strongest force on any atom of number 4 (C11H14BN7PbS)?
3.5 eV Å⁻¹


Copy entry 2 word for word.
Formula: C11H14BINO11
Source: the Open Molecules 2025 dataset
Level of theory: ωB97M-V with the def2-TZVPD basis set

ORCA input file:
```
! wB97M-V def2-TZVPD RIJCOSX def2/J DEFGRID3
* xyz -1 1
C -4.5644 -3.6170 5.3530
O -4.2427 -0.8567 0.6101
O -2.7053 -3.2674 0.1888
C -3.9538 -1.6705 1.4553
O -4.3046 -1.5807 2.7376
O 0.4943 2.1029 -0.2767
H 0.8933 0.3855 -2.0856
C -1.1528 -0.6074 -2.4894
C -0.2040 0.6627 -2.2750
O -3.0487 -3.5506 2.3958
C 3.4538 1.8416 -1.2791
B -3.7559 -2.7643 3.4221
C -3.1740 -2.8944 1.2436
H -1.1822 2.5501 -1.4587
H -0.2585 1.3381 -3.2117
H -1.3315 1.0684 -0.2880
O -2.8408 -2.3692 4.5060
I -0.8688 -1.9475 -0.7658
C -3.3284 -2.8783 5.6387
C 1.1433 3.1834 -0.9079
H 3.5074 3.3445 -2.9716
C -0.6490 1.6142 -1.0413
C 2.7807 2.5589 -2.5394
H 2.7911 0.9954 -0.8577
O -5.2499 -4.1961 6.1598
O 1.5205 3.2414 -2.2734
C 4.7776 1.0737 -1.8524
H -0.7964 -1.1264 -3.4570
O -4.8283 -3.5570 4.0466
H 4.7670 1.1358 -2.9970
H 3.7864 2.5803 -0.4695
O 1.3687 4.2103 -0.2123
H 6.7958 1.2624 -1.7881
H 2.6015 1.7770 -3.3653
O -2.8156 -2.7416 6.7224
H 6.1163 1.4120 -0.2688
N 6.0233 1.6909 -1.2555
H -2.2656 -0.3655 -2.5456
H 4.7000 -0.0389 -1.5468
*
```

For the HOMO-LUMO gap, the calculation gives 7.96 eV. The calculation puts the HOMO energy at -0.2144 Ha. The calculation puts the strongest force on any atom at 4.9 eV Å⁻¹. The calculation puts the energy at -44428.559 eV.